1.
This record from the OMol25 dataset describes the molecule O4P2 at a distorted geometry. The level of theory is wB97M-V/def2-TZVPD.

The geometry in ORCA input format:
```
! RIJCOSX wB97M-V def2-TZVPD def2/J DEFGRID3
* xyz 0 1
O -0.56 -0.38 3.02
O 1.59 0.34 -1.77
O -0.29 1.84 -0.46
O 1.45 0.38 1.00
P 0.14 0.20 1.89
P 0.85 0.80 -0.50
*
```

Properties
total energy	-983.6633	Eh
frontier orbital gap	0.323	Eh
E_LUMO	-1.688	eV

Atomic partial charges in e from the Mulliken method, atoms 1 to 4:
1 O -0.421
2 O -0.486
3 O -0.418
4 O -0.080

2.
This record from the OMol25 dataset describes the ion O4P2S with charge -2 at a distorted geometry. The level of theory is wB97M-V/def2-TZVPD.

The geometry in ORCA input format:
```
! RIJCOSX wB97M-V def2-TZVPD def2/J DEFGRID3
* xyz -2 1
O 0.29 -0.12 -1.17
O 2.24 1.24 0.00
O -1.42 -1.70 0.00
O 0.29 -0.12 1.17
P 1.66 -0.11 0.00
P -0.87 -0.33 0.00
S -2.19 1.15 0.00
*
```

Properties
total energy	-1382.0591	Eh
frontier orbital gap	0.225	Eh
E_LUMO	6.099	eV

Atomic partial charges in e from the Mulliken method, atoms 1 to 4:
1 O -0.361
2 O -0.491
3 O -0.708
4 O -0.360

3.
This record from the OMol25 dataset describes a structure of composition O4RbS at a distorted geometry. The level of theory is wB97M-V/def2-TZVPD.

The geometry in ORCA input format:
```
! RIJCOSX wB97M-V def2-TZVPD def2/J DEFGRID3
* xyz -1 1
Rb -1.04 1.57 -2.07
S 0.21 -0.32 0.43
O 0.36 -1.78 0.18
O 0.74 0.00 1.76
O 0.95 0.43 -0.64
O -1.22 0.09 0.34
*
```

Properties
total energy	-723.3097	Eh
frontier orbital gap	0.162	Eh
E_LUMO	1.437	eV

Atomic partial charges in e from the Mulliken method, atoms 1 to 4:
1 Rb 0.904
2 S 1.285
3 O -0.728
4 O -0.745

4.
This record from the OMol25 dataset describes a structure of composition O4SSn at a distorted geometry. The level of theory is wB97M-V/def2-TZVPD.

The geometry in ORCA input format:
```
! RIJCOSX wB97M-V def2-TZVPD def2/J DEFGRID3
* xyz 0 1
Sn 14.80 9.34 -12.83
S 13.04 7.31 -12.60
O 13.52 8.18 -11.62
O 11.68 7.68 -12.99
O 13.98 7.37 -13.68
O 13.02 5.94 -12.05
*
```

Properties
total energy	-913.3856	Eh
frontier orbital gap	0.216	Eh
E_LUMO	-3.075	eV

Atomic partial charges in e from the Mulliken method, atoms 1 to 4:
1 Sn 1.151
2 S 1.358
3 O -0.566
4 O -0.633

Please write out number 4 again, unchanged.
This record from the OMol25 dataset describes a structure of composition O4SSn at a distorted geometry. The level of theory is wB97M-V/def2-TZVPD.

The geometry in ORCA input format:
```
! RIJCOSX wB97M-V def2-TZVPD def2/J DEFGRID3
* xyz 0 1
Sn 14.80 9.34 -12.83
S 13.04 7.31 -12.60
O 13.52 8.18 -11.62
O 11.68 7.68 -12.99
O 13.98 7.37 -13.68
O 13.02 5.94 -12.05
*
```

Properties
total energy	-913.3856	Eh
frontier orbital gap	0.216	Eh
E_LUMO	-3.075	eV

Atomic partial charges in e from the Mulliken method, atoms 1 to 4:
1 Sn 1.151
2 S 1.358
3 O -0.566
4 O -0.633